A) {
  "formula": "C6H11N3",
  "method": "ωB97M-V with the def2-TZVPD basis set",
  "smiles": "[H]/N=C(\\C)C=C.[H]/N=N\\C=C",
  "homo_lumo_gap_ev": 8.09,
  "species": ["H", "N", "C", "C", "C", "C", "H", "H", "H", "H", "H", "H", "H", "N", "N", "C", "C", "H", "H", "H"],
  "coordinates": [[-0.719, 1.871, 1.403], [-0.478, 0.947, 1.059], [-1.380, 0.364, 0.353], [-2.674, 1.024, -0.028], [-1.090, -0.975, -0.133], [-1.863, -1.683, -0.952], [-3.519, 0.406, 0.272], [-2.765, 2.000, 0.445], [-2.720, 1.159, -1.109], [-0.153, -1.385, 0.217], [-1.592, -2.684, -1.248], [-2.789, -1.304, -1.351], [1.802, 1.169, 1.270], [1.307, 1.311, 0.367], [1.675, 0.601, -0.590], [2.597, -0.414, -0.465], [3.659, -0.415, 0.349], [2.467, -1.187, -1.212], [3.808, 0.360, 1.085], [4.428, -1.164, 0.269]]
}

B) {
  "formula": "C6H11N3",
  "method": "ωB97M-V with the def2-TZVPD basis set",
  "smiles": "C[C@@H]1CNN=C[C@H]2CN12",
  "homo_lumo_gap_ev": 9.17,
  "species": ["C", "C", "C", "N", "N", "C", "C", "C", "N", "H", "H", "H", "H", "H", "H", "H", "H", "H", "H", "H"],
  "coordinates": [[0.191, -2.151, 0.299], [0.853, -0.737, 0.304], [0.376, 0.232, 1.483], [-1.112, 0.258, 1.406], [-1.689, 1.257, 0.588], [-1.404, 1.331, -0.675], [-0.548, 0.547, -1.486], [0.870, 1.057, -1.546], [0.535, -0.202, -0.990], [-0.847, -2.096, -0.011], [0.213, -2.564, 1.300], [0.845, -2.747, -0.308], [1.967, -0.833, 0.415], [0.754, 1.191, 1.230], [0.627, -0.170, 2.454], [-1.545, 0.365, 2.307], [-1.827, 2.214, -1.105], [-0.885, 0.131, -2.387], [1.237, 1.855, -0.838], [1.389, 1.064, -2.439]]
}

C) {
  "formula": "C6H11N3",
  "method": "ωB97M-V with the def2-TZVPD basis set",
  "homo_lumo_gap_ev": 7.58,
  "species": ["C", "C", "C", "C", "C", "C", "N", "N", "N", "H", "H", "H", "H", "H", "H", "H", "H", "H", "H", "H"],
  "coordinates": [[-0.879, 1.207, -0.283], [0.390, 1.202, 0.167], [1.293, -2.176, -0.249], [1.850, -1.110, 0.235], [1.537, 2.076, -0.201], [-2.465, -0.675, -0.376], [-0.653, -0.432, 1.209], [-1.629, 0.229, 0.388], [0.555, 0.203, 1.117], [-1.360, 1.856, -0.986], [1.846, -2.968, -0.744], [0.224, -2.328, -0.164], [2.842, -0.728, 0.286], [2.091, 1.637, -1.032], [2.208, 2.169, 0.648], [1.185, 3.059, -0.501], [-3.170, -0.084, -0.956], [-1.884, -1.314, -1.053], [-3.015, -1.303, 0.323], [-0.966, -0.522, 2.170]]
}

D) {
  "formula": "C6H11N3",
  "method": "ωB97M-V with the def2-TZVPD basis set",
  "smiles": "N[C@]12CN3C[C@H]3[C@@]1(N)C2",
  "homo_lumo_gap_ev": 9.26,
  "species": ["N", "C", "C", "N", "C", "C", "C", "N", "C", "H", "H", "H", "H", "H", "H", "H", "H", "H", "H", "H"],
  "coordinates": [[2.080, -0.913, -0.291], [0.725, -0.688, 0.070], [-0.424, -1.436, -0.306], [-1.501, -0.482, -0.735], [-2.280, 0.115, 0.371], [-1.069, 0.854, -0.237], [0.331, 0.797, 0.133], [1.087, 1.947, -0.299], [0.598, 0.050, 1.371], [2.075, -1.275, -1.322], [2.810, -1.494, 0.195], [-0.888, -2.232, 0.441], [-0.014, -2.064, -1.113], [-3.283, 0.318, -0.075], [-2.256, -0.605, 1.354], [-1.334, 1.634, -0.859], [0.593, 2.136, -1.326], [2.179, 1.364, -0.512], [-0.298, -0.104, 2.144], [1.480, 0.307, 1.933]]
}

What should be chosen as the least stable of them? Choose C).